DFT (ωB97M-V/def2-TZVPD) results for C2H2N2OS as an isolated structure at a distorted geometry.

Cartesian coordinates (Å):
C 0.4388 0.7969 -0.0312
C 1.6613 0.3277 0.0926
N -1.5304 -0.8673 0.1505
N -0.9072 -1.4907 -0.5644
O -0.7144 0.6305 0.6198
S 3.2050 0.1419 0.0535
H 0.1944 1.0484 -1.0618
H -2.3475 -0.5875 0.7410

Computed properties:
Maximum force ... 0.052 Eh/bohr
E_HOMO ... -7.76 eV
Energy ... -17963.8959 eV
E_LUMO ... -0.20 eV
Gap between HOMO and LUMO ... 7.56 eV
ΔE to the lowest compared entry with this formula, charge and spin ... 117.2 kcal per mole